[1]
Below is 2 unconnected molecules or ions with the total composition C7H14, with properties calculated with the ωB97M-V functional and the def2-TZVPD basis.

XYZ file:
```
21
Properties=species:S:1:pos:R:3
C -0.28 -2.57 -0.09
C -0.41 -1.43 0.59
C 0.70 -0.74 1.33
C 1.43 0.36 0.54
C 0.61 1.60 0.17
C -0.26 1.52 -1.07
C -0.26 0.58 -2.01
H -1.11 -3.02 -0.62
H 0.68 -3.08 -0.14
H -1.39 -0.95 0.60
H 0.29 -0.30 2.25
H 1.44 -1.48 1.64
H 2.28 0.69 1.16
H 1.88 -0.08 -0.36
H -0.02 1.89 1.02
H 1.29 2.44 0.02
H -0.94 2.37 -1.19
H -0.91 0.65 -2.87
H 0.38 -0.30 -1.96
H -2.91 0.88 0.80
H -2.49 0.99 0.20
```

## Properties
Structure (SMILES): C=CCCCC=C.[H][H]
Total energy, eV: -7483.8489
Charge: 0

[2]
Below is a molecular structure, C22H26FeN4O3 at a distorted geometry, with properties calculated with the ωB97M-V functional and the def2-TZVPD basis.

XYZ file:
```
56
Properties=species:S:1:pos:R:3
C 1.80 0.42 -4.05
C 3.03 1.00 -3.63
H 1.07 1.10 -4.52
H 1.82 -0.60 -4.42
C 3.58 1.09 -2.28
C 3.24 0.87 -1.02
H 2.28 1.29 -0.58
H 3.60 -0.04 -0.45
C 3.82 1.57 -4.80
H 3.23 1.28 -5.66
H 4.78 1.10 -4.81
H 3.87 2.63 -4.69
C 4.97 1.77 -2.17
H 4.92 2.76 -2.62
H 5.71 1.14 -2.67
H 5.17 1.83 -1.10
Fe -1.46 -0.42 1.52
O -0.24 -0.39 0.14
C 0.81 -1.02 -0.26
O -0.29 -1.98 2.20
C 0.78 -2.45 1.72
O 1.46 -3.44 2.27
N 1.36 -2.00 0.56
C 2.56 -3.81 1.36
C 2.65 -2.73 0.30
H 2.31 -4.76 0.90
H 3.46 -3.87 1.95
H 2.67 -3.13 -0.72
H 3.49 -2.05 0.47
C 1.15 -1.01 -1.59
C 0.56 0.01 -2.32
H 2.14 -1.54 -1.96
H 0.32 1.10 -2.09
H -0.21 -0.56 -2.94
N -4.61 0.20 1.91
C -4.04 1.03 0.94
C -4.88 1.89 0.21
C -4.32 2.78 -0.69
C -2.93 2.78 -0.86
C -2.15 1.89 -0.13
N -2.70 0.99 0.74
C -4.02 -0.25 3.08
C -4.83 -0.50 4.20
C -4.23 -0.88 5.40
C -2.84 -1.03 5.44
C -2.09 -0.80 4.29
N -2.68 -0.43 3.11
H -5.61 0.27 1.95
H -5.95 1.83 0.42
H -4.95 3.47 -1.26
H -2.44 3.46 -1.55
H -1.07 1.85 -0.23
H -5.91 -0.35 4.08
H -4.84 -1.07 6.28
H -2.32 -1.33 6.35
H -1.01 -0.93 4.26
```

## Properties
2S+1: 5
<S²>: 6.06
Total energy, eV: -69704.5014
Charge: +2

[3]
Below is 2 unconnected molecules or ions with the total composition C5H9F2N at a distorted geometry, with properties calculated with the ωB97M-V functional and the def2-TZVPD basis.

XYZ file:
```
17
Properties=species:S:1:pos:R:3
C 0.54 1.20 -0.09
C -0.55 0.18 -0.06
C -0.89 1.60 -0.30
C -0.97 -0.47 1.23
C -0.38 -0.91 -1.16
N 1.55 1.34 -1.02
F -1.61 2.30 0.56
F -1.32 1.98 -1.52
H 1.09 1.30 1.86
H -1.02 -1.58 1.35
H -1.96 -0.20 1.39
H -0.51 0.02 2.08
H 0.41 -1.73 -0.96
H -0.10 -0.58 -2.09
H -1.41 -1.37 -1.43
H 2.01 2.27 -0.96
H 2.17 0.59 -1.19
```

## Properties
Total energy, eV: -12250.9495
Charge: 0

[4]
Below is a molecular structure, CHIOS2 at a distorted geometry, with properties calculated with the ωB97M-V functional and the def2-TZVPD basis.

XYZ file:
```
6
Properties=species:S:1:pos:R:3
C 0.66 -0.68 -0.14
O 1.75 1.51 -0.79
S 1.10 -2.21 -0.38
S 2.08 0.38 0.00
I 1.73 1.01 2.37
H -0.16 -0.16 -0.36
```

## Properties
Total energy, eV: -32869.7367
Charge: 0

Looking at energy above the lowest of the compared OMol25 structures with the same formula, charge and spin for the records above, in order, we have 56.4 103.1 102.2 44.1 kcal per mole.